{
  "formula": "C39H96N2O13",
  "method": "ωB97M-V with the def2-TZVPD basis set",
  "lumo_energy_ev": 0.315,
  "smiles": "CC1(C)CCCC(C)(C)N1O.CC1(C)CCCC(C)(C)N1O.CC(C)O.CC(C)O.CC(C)O.CC(C)O.CC(C)O.OCCO.OCCO.OCCO",
  "homo_energy_ev": -8.578,
  "total_charge": 0,
  "relative_energy_ev": 0.930,
  "total_energy_ev": -71593.1078,
  "elements": ["C", "C", "C", "C", "C", "C", "C", "C", "C", "N", "O", "H", "H", "H", "H", "H", "H", "H", "H", "H", "H", "H", "H", "H", "H", "H", "H", "H", "H", "H", "C", "C", "C", "C", "C", "C", "C", "C", "C", "N", "O", "H", "H", "H", "H", "H", "H", "H", "H", "H", "H", "H", "H", "H", "H", "H", "H", "H", "H", "H", "C", "C", "C", "O", "H", "H", "H", "H", "H", "H", "H", "H", "C", "C", "C", "O", "H", "H", "H", "H", "H", "H", "H", "H", "C", "C", "C", "O", "H", "H", "H", "H", "H", "H", "H", "H", "C", "C", "C", "O", "H", "H", "H", "H", "H", "H", "H", "H", "C", "C", "C", "O", "H", "H", "H", "H", "H", "H", "H", "H", "O", "C", "C", "O", "H", "H", "H", "H", "H", "H", "O", "C", "C", "O", "H", "H", "H", "H", "H", "H", "O", "C", "C", "O", "H", "H", "H", "H", "H", "H"],
  "xyz": [[0.9594, 7.2388, -0.5761], [0.7561, 6.1768, 0.5061], [-0.1727, 5.0672, -0.0568], [2.0715, 5.6217, 1.0312], [1.9763, 4.7831, 2.1995], [1.4594, 5.5878, 3.3430], [0.0571, 6.0930, 2.9574], [-1.1026, 5.1092, 2.9737], [-0.3306, 7.1882, 3.9299], [0.2364, 6.8505, 1.6955], [-1.0344, 7.3354, 1.3285], [1.5794, 6.8092, -1.3553], [0.0243, 7.6277, -0.9554], [1.5418, 8.0538, -0.1422], [0.2394, 4.6813, -0.9925], [-0.2780, 4.2136, 0.6085], [-1.1665, 5.4766, -0.2507], [2.5530, 5.1110, 0.1922], [2.7172, 6.4741, 1.2746], [1.3437, 3.9037, 2.0894], [2.9560, 4.3454, 2.3658], [2.0855, 6.4304, 3.6038], [1.2544, 5.0755, 4.2869], [-1.3699, 4.9089, 4.0316], [-0.9782, 4.1206, 2.5318], [-1.9606, 5.5810, 2.5088], [-1.3191, 7.5522, 3.6683], [0.4424, 7.9550, 3.8515], [-0.3489, 6.7462, 4.9366], [-1.0139, 8.2994, 1.3582], [-3.0370, -2.4738, -4.1991], [-1.8603, -3.4401, -4.2054], [-0.9393, -3.2104, -2.9358], [-2.3612, -4.8881, -4.3022], [-1.2637, -5.8336, -4.6363], [-0.7056, -5.5014, -5.9907], [-0.1091, -4.0669, -6.0170], [1.2166, -4.0615, -5.2643], [0.1302, -3.6987, -7.4429], [-1.1824, -3.1537, -5.4956], [-0.5887, -1.9130, -5.4013], [-2.6112, -1.4825, -4.1181], [-3.5289, -2.5786, -5.1688], [-3.6757, -2.5848, -3.3238], [-0.3112, -2.3491, -3.1937], [-1.5781, -3.0547, -2.0751], [-0.2516, -4.0172, -2.7131], [-2.8168, -4.9973, -3.3119], [-3.2515, -4.9160, -4.9474], [-0.4718, -5.7977, -3.8912], [-1.7367, -6.8178, -4.6235], [-1.4582, -5.6799, -6.7439], [0.1696, -6.1050, -6.2527], [1.0724, -4.4734, -4.2685], [1.7041, -3.0766, -5.2290], [1.9066, -4.7259, -5.7860], [0.7942, -4.4607, -7.8538], [0.5097, -2.6766, -7.5479], [-0.8598, -3.7537, -7.8781], [-0.7636, -1.4773, -6.2325], [-3.2930, 2.6741, 0.8004], [-4.5567, 2.1825, 1.4704], [-4.6220, 2.6684, 2.8750], [-5.6946, 2.5137, 0.7001], [-2.4182, 2.3450, 1.3603], [-3.3317, 3.7439, 0.6417], [-3.1733, 2.3420, -0.2368], [-4.5249, 1.0859, 1.4516], [-3.8100, 2.3541, 3.5205], [-5.5328, 2.3732, 3.3926], [-4.5001, 3.7522, 2.9397], [-5.8896, 3.4506, 0.6451], [1.8899, -3.9223, 2.7103], [0.6083, -3.0045, 2.7953], [-0.4333, -3.6096, 3.7876], [0.9132, -1.7227, 3.0376], [2.6269, -3.6147, 1.9647], [1.5462, -4.9467, 2.5577], [2.2949, -3.9947, 3.7243], [0.2062, -3.1036, 1.7644], [-0.6651, -4.6245, 3.4356], [-1.3887, -3.1134, 3.6951], [0.0573, -3.5581, 4.7669], [1.1244, -1.2321, 2.2192], [-3.5745, -3.7084, 0.5867], [-4.5449, -2.6320, 0.0457], [-5.8185, -3.1434, -0.6068], [-4.6491, -1.7110, 1.1312], [-3.9970, -4.2692, 1.4250], [-2.6751, -3.2598, 1.0110], [-3.2045, -4.2975, -0.2548], [-3.9176, -2.1024, -0.6970], [-6.3955, -2.3261, -1.0365], [-6.5024, -3.6665, 0.0738], [-5.4451, -3.7560, -1.4156], [-5.4340, -1.1525, 1.0388], [3.4628, 0.6931, 2.8448], [3.9811, -0.5023, 3.7110], [5.2333, -0.0672, 4.4465], [3.0759, -1.0039, 4.7026], [3.2841, 1.5651, 3.4799], [2.6301, 0.4553, 2.1888], [4.2654, 0.8162, 2.1188], [4.2411, -1.3276, 3.0493], [5.0187, 0.6736, 5.2174], [5.9319, 0.4384, 3.7711], [5.7563, -0.9299, 4.8572], [2.2636, -1.3190, 4.2732], [-1.1767, -0.4989, 0.4507], [0.1782, -0.2299, -0.2536], [0.2894, 1.2636, -0.5857], [1.2109, -0.7043, 0.5617], [-1.3139, -1.5366, 0.7553], [-1.9236, -0.2465, -0.2932], [-1.2984, 0.2578, 1.2185], [0.1830, -0.8500, -1.1706], [0.4727, 1.8345, 0.3322], [-0.6591, 1.6251, -0.9753], [1.0630, 1.4520, -1.3270], [1.9581, -1.0147, 0.0474], [3.4485, 0.3169, -2.1124], [3.5297, 0.1553, -3.4846], [2.2628, -0.4189, -4.1590], [1.3240, 0.6002, -4.0472], [2.8406, 1.0280, -1.9374], [3.7044, 1.1120, -3.9711], [4.3711, -0.5105, -3.7106], [1.8614, -1.2709, -3.6175], [2.4654, -0.5843, -5.2192], [0.4263, 0.3333, -4.2333], [-0.9725, 2.9222, 5.9031], [-0.2207, 1.8538, 5.4618], [-0.9901, 1.0956, 4.3807], [-2.2180, 0.5757, 4.9758], [-1.8396, 2.5511, 6.0976], [0.7137, 2.2495, 5.0438], [0.0046, 1.1109, 6.2378], [-0.4133, 0.2303, 4.0857], [-1.2849, 1.7308, 3.5487], [-2.6603, -0.0737, 4.4179], [3.3369, -2.4665, -1.3235], [4.0784, -3.4967, -1.9588], [5.4948, -3.4314, -1.3929], [6.0985, -4.6386, -1.8429], [3.7653, -1.6131, -1.4440], [3.6567, -4.4954, -1.7609], [4.1422, -3.3287, -3.0334], [5.4179, -3.3168, -0.2992], [5.9636, -2.5163, -1.7842], [6.9715, -4.7123, -1.4569]],
  "forces_ev_per_angstrom": [[0.8, -0.2, 0.7], [-0.5, -0.5, 0.5], [0.3, 0.2, 0.0], [0.6, 1.2, -3.0], [0.5, -2.0, 1.7], [-1.7, -0.2, 0.8], [0.4, 1.1, -0.3], [-0.2, -0.8, 0.9], [0.3, -0.4, 0.7], [-0.4, 0.3, -0.4], [-1.2, 0.5, -0.3], [-0.1, 0.0, -0.4], [-0.1, -0.1, -0.2], [-0.1, 0.1, 0.0], [0.0, 0.1, -0.1], [0.0, 0.1, 0.1], [0.1, 0.0, 0.0], [0.1, -0.1, 0.0], [0.0, 0.0, -0.1], [-0.3, -0.1, -0.3], [0.3, 0.0, 0.4], [0.2, 0.3, -0.2], [0.5, -0.5, -0.1], [0.1, 0.1, -0.5], [0.3, 0.1, -0.2], [-0.1, 0.0, -0.1], [0.0, 0.3, 0.2], [-0.3, 0.2, 0.3], [0.0, 0.4, -0.1], [0.4, -0.2, 0.1], [0.6, 0.1, 0.2], [0.7, -0.3, -0.2], [-0.4, 0.1, -1.5], [-0.9, 1.9, 1.2], [-0.5, -1.0, 0.0], [1.3, 0.4, 0.0], [-1.2, -0.6, 1.0], [0.1, 0.0, 0.2], [-0.4, 0.2, -0.2], [0.4, -1.6, -0.3], [0.8, 2.0, 0.5], [-0.1, 0.5, -0.1], [-0.4, 0.1, 0.4], [-0.3, -0.3, -0.2], [-0.3, 0.1, 0.6], [0.0, 0.3, 0.3], [-0.1, -0.3, 0.0], [0.2, -0.7, 0.2], [0.5, -0.2, -0.4], [-0.1, -0.2, 0.2], [0.5, -0.3, 0.0], [-0.3, 0.3, -0.4], [-0.3, -0.5, 0.1], [0.3, 0.2, 0.2], [-0.4, -0.2, 0.1], [0.0, -0.1, 0.0], [0.0, 0.4, -0.4], [0.3, -0.3, -0.1], [0.0, 0.0, -0.7], [-0.3, 0.2, -0.3], [0.2, -0.1, -0.9], [0.6, -0.4, -0.7], [-0.1, 0.7, 1.2], [-0.7, -0.6, -0.3], [0.1, 0.3, 0.0], [0.2, 0.6, 0.6], [-0.2, -0.6, 0.2], [-0.2, 0.1, 0.1], [0.4, -0.6, -0.2], [-0.2, 0.1, -0.2], [-0.4, 0.2, -0.3], [0.4, 0.3, 0.3], [-1.3, 0.0, 1.3], [-0.2, -3.8, -2.1], [1.3, 0.2, -1.3], [0.4, 2.8, 1.3], [-0.2, 0.0, 0.2], [0.1, 0.0, -0.6], [0.6, 0.4, -0.1], [-0.3, 0.2, 0.3], [0.5, 0.0, 0.5], [-0.1, 0.6, 0.5], [-0.7, -0.3, 0.1], [-0.2, -0.3, 0.0], [-0.2, 0.3, -0.2], [1.9, 0.3, 0.6], [0.2, 0.5, 0.6], [-1.0, 0.2, 0.3], [-0.2, -0.3, -0.5], [-0.1, 0.4, -0.1], [-0.3, -0.5, 0.2], [-0.5, -0.2, -0.3], [0.1, 0.2, -0.1], [0.4, -0.2, -0.1], [-0.4, -0.5, -0.3], [0.2, -0.2, -0.1], [0.5, -1.3, 0.3], [-0.7, 0.5, 0.2], [0.4, 0.2, -0.3], [0.2, 0.5, -0.2], [0.0, 0.0, -0.3], [-0.5, 0.0, 0.5], [0.3, 0.7, 0.1], [0.0, -0.1, -0.3], [-0.2, -0.2, 0.2], [-0.1, -0.2, -0.1], [-0.1, 0.1, 0.3], [0.1, 0.1, -0.2], [0.8, 0.7, -1.0], [-1.5, -0.4, -0.7], [0.0, -0.4, 0.4], [0.8, 0.1, 0.8], [0.1, 0.3, 0.3], [-0.4, -0.2, -0.1], [-0.1, -0.3, 0.7], [0.0, 0.4, 0.1], [0.2, -0.1, -0.1], [-0.1, 0.0, -0.2], [0.0, 0.2, 0.0], [0.2, -0.1, -0.3], [0.2, -0.4, 0.9], [-0.2, -0.9, -1.8], [0.5, 0.4, 0.7], [-0.7, 1.8, 0.3], [-0.4, 0.4, 0.2], [0.2, 0.2, -0.1], [0.0, 0.1, 0.2], [0.5, -0.6, -0.2], [0.2, -0.6, 0.0], [-0.2, -0.5, -0.1], [-0.6, 0.9, 0.7], [0.1, -1.2, -1.2], [-0.6, -0.9, 0.5], [0.3, 0.6, 0.4], [-0.2, 0.2, 0.1], [-0.1, -0.2, 0.1], [0.1, 0.3, 0.2], [0.4, -0.1, -0.5], [0.3, 0.2, -0.2], [0.4, 0.2, -0.2], [-0.9, -0.4, 0.1], [0.8, 0.6, 0.6], [-0.8, -0.4, -0.3], [0.3, 0.4, 0.3], [0.1, 0.2, -0.3], [-0.1, 0.6, 0.1], [-0.2, -0.2, -0.2], [0.2, -0.4, -0.2], [0.3, -0.2, 0.0], [0.2, -0.1, 0.0]]
}